No. 1
19 unconnected molecules or ions with the total composition C43H62Cl22F24O16 in a non-equilibrium geometry, computed with ωB97M-V/def2-TZVPD.

XYZ file:
```
167
Properties=species:S:1:pos:R:3:lowdin_charge:R:1
C 1.84313 -6.74388 3.47498 -0.069
C 0.53467 -6.49896 2.81952 -0.101
O 0.85350 -5.54219 1.58985 0.019
C -0.24643 -5.08350 1.10732 -0.513
O -1.35093 -5.33236 1.46428 0.137
C -0.06497 -4.10190 -0.09502 -0.447
F 1.19985 -4.01489 -0.63163 0.079
F -0.81870 -4.60126 -1.11775 0.106
F -0.49581 -2.84645 0.13626 0.139
H 2.63982 -6.83817 2.74810 0.055
H 1.70860 -7.61555 4.15371 0.104
H 2.13717 -5.87276 4.04591 0.077
H -0.22591 -5.94948 3.39386 0.108
H 0.03306 -7.36358 2.35645 0.134
C 3.17607 -2.42887 1.85065 -0.092
C 4.58587 -2.79008 1.45484 -0.185
O 4.68847 -3.80389 0.42188 0.044
C 4.24251 -5.01540 0.75456 -0.326
O 4.11383 -5.51970 1.89077 0.102
C 3.98544 -5.92922 -0.47138 -0.528
F 2.82068 -6.54518 -0.15185 0.137
F 3.83674 -5.27401 -1.62401 0.164
F 4.92170 -6.85855 -0.66989 0.177
H 3.22633 -1.62616 2.60372 0.075
H 2.60071 -3.31661 2.18206 0.055
H 2.66118 -2.10082 0.94058 0.043
H 5.12841 -3.17043 2.29654 0.115
H 5.07837 -1.92679 1.06229 0.111
C 0.32628 0.73762 6.74629 -0.078
C -0.98905 0.63494 7.50422 -0.176
O -0.94204 -0.63966 8.20278 0.001
C -1.42744 -1.72117 7.46832 -0.288
O -2.08767 -1.66872 6.44509 0.118
C -1.23562 -3.14781 8.13749 -0.490
F -2.26420 -3.98800 7.70552 0.104
F -0.13305 -3.74348 7.78001 0.190
F -1.27380 -3.12140 9.49299 0.147
H 0.47087 1.52458 5.98274 0.062
H 0.50218 -0.19713 6.17199 0.066
H 1.24242 0.87113 7.32537 0.070
H -1.83477 0.65721 6.78566 0.115
H -1.07755 1.44602 8.26587 0.139
C -4.84044 -7.48824 -6.24695 -0.058
C -5.21475 -6.11385 -6.80445 -0.194
O -5.49163 -5.18304 -5.70042 0.009
C -5.48864 -3.88230 -6.13603 -0.341
O -5.28181 -3.50976 -7.28129 0.132
C -5.55599 -2.86105 -4.98815 -0.486
F -4.87534 -3.20383 -3.86761 0.107
F -5.00487 -1.68573 -5.41625 0.130
F -6.84300 -2.66820 -4.63765 0.159
H -5.78994 -7.96274 -5.92457 0.083
H -4.21142 -7.40600 -5.36974 0.068
H -4.32366 -8.13367 -6.99393 0.093
H -6.13266 -6.15133 -7.40320 0.131
H -4.41071 -5.69580 -7.38982 0.111
C -3.25815 -0.59039 -7.70909 -0.053
C -2.18613 -1.62869 -7.59541 -0.185
O -0.90768 -0.96814 -7.33928 0.018
C 0.07851 -1.80233 -7.24182 -0.505
O 0.06634 -3.00169 -7.33795 0.125
C 1.38098 -0.96834 -7.09683 -0.587
F 2.17265 -1.58624 -6.19520 0.128
F 1.98330 -1.00532 -8.26035 0.200
F 1.16433 0.25483 -6.66710 0.182
H -4.14782 -1.15570 -8.05466 0.089
H -3.08580 0.14516 -8.45122 0.068
H -3.40123 -0.11339 -6.75848 0.072
H -2.00897 -2.13279 -8.56267 0.144
H -2.32888 -2.34544 -6.81117 0.072
C 2.23048 7.28817 -3.06197 -0.052
C 2.01682 8.76432 -3.24599 -0.187
O 3.26391 9.34450 -3.65742 0.056
C 3.13521 10.12115 -4.70045 -0.414
O 2.13502 10.57015 -5.15869 0.169
C 4.51428 10.50253 -5.30492 -0.514
F 4.47706 10.50807 -6.63626 0.160
F 4.91349 11.78411 -5.00511 0.122
F 5.55331 9.75094 -4.98442 0.174
H 2.74654 7.12416 -2.10653 0.094
H 2.76939 6.90721 -3.89865 0.072
H 1.44704 6.60667 -3.04260 0.040
H 1.66504 9.20841 -2.31257 0.131
H 1.26190 8.98176 -4.07929 0.144
C -4.91558 -3.32721 4.33638 -0.030
C -4.14971 -2.45560 3.37840 -0.158
O -4.10639 -1.08778 3.89410 0.020
C -3.94367 -0.06827 3.09793 -0.363
O -3.69478 -0.16870 1.89710 0.091
C -4.11726 1.27152 3.97270 -0.538
F -4.70518 2.10001 3.13420 0.151
F -4.78345 1.05378 5.08403 0.199
F -2.85396 1.68116 4.30976 0.096
H -4.37553 -4.20362 4.67943 0.086
H -5.85263 -3.63026 4.02486 0.052
H -5.03513 -2.62664 5.16903 0.093
H -4.58136 -2.52140 2.40718 0.110
H -3.13221 -2.83397 3.33516 0.108
C 4.38783 0.17548 6.04878 -0.056
C 5.66779 0.92381 5.70130 -0.137
O 5.63134 2.32014 6.27076 0.035
C 5.44512 3.22312 5.32888 -0.391
O 5.30024 3.03999 4.12947 0.123
C 5.35037 4.57095 6.02962 -0.584
F 4.51920 4.49584 7.06241 0.180
F 6.57066 4.79008 6.53630 0.170
F 5.00909 5.51811 5.18687 0.198
H 4.05978 0.36441 7.03612 0.062
H 4.60125 -0.87742 5.97475 0.070
H 3.54725 0.29076 5.27782 0.101
H 5.90611 1.03048 4.64333 0.111
H 6.54255 0.45704 6.20407 0.134
C 0.64320 5.29264 3.94371 -0.907
Cl 1.77450 5.88725 2.61827 0.448
Cl 0.09035 3.66728 3.44138 0.452
H 1.17679 5.26786 4.93113 0.051
H -0.24663 5.90844 3.97251 -0.001
C -0.18523 0.84683 -0.99159 -0.940
Cl -1.77729 0.34594 -1.63288 0.554
Cl 0.67349 2.12442 -1.95957 0.485
H -0.28359 1.26153 -0.01647 -0.031
H 0.43068 -0.03308 -0.95992 -0.023
C -0.54491 -3.80849 -4.16970 -0.962
Cl -0.72612 -2.03678 -4.30120 0.593
Cl -1.85592 -4.61767 -4.98625 0.595
H 0.46438 -4.05627 -4.58820 0.066
H -0.49378 -4.08525 -3.17565 -0.038
C 3.48637 2.36379 1.26688 -0.916
Cl 3.28125 0.83987 0.28237 0.537
Cl 4.12237 3.66744 0.25831 0.524
H 2.55276 2.65362 1.61477 -0.030
H 4.11351 2.09532 2.07528 -0.005
C -3.59515 6.75421 3.62067 -1.053
Cl -2.98130 7.89406 4.73478 0.564
Cl -3.60612 5.05995 4.24679 0.486
H -4.63386 6.93426 3.48623 0.003
H -3.08443 6.78670 2.63332 0.050
C -2.08770 5.21566 -3.98353 -1.032
Cl -1.93062 3.51000 -4.44400 0.488
Cl -1.69616 5.42857 -2.28664 0.519
H -1.38467 5.83206 -4.57334 0.030
H -3.11321 5.55489 -4.24248 0.043
C 3.86466 3.31475 -5.10871 -1.015
Cl 4.00435 3.30089 -3.31818 0.481
Cl 4.95295 4.39436 -5.95526 0.535
H 4.10467 2.30545 -5.49622 0.029
H 2.86606 3.52764 -5.30923 -0.006
C 3.04955 -0.28485 -3.00314 -1.030
Cl 4.68214 -0.57305 -3.66606 0.507
Cl 2.52193 -1.77087 -2.14084 0.525
H 3.02215 0.49234 -2.22108 -0.086
H 2.34225 0.02460 -3.80428 0.029
C -3.61231 2.96756 -0.07385 -0.906
Cl -4.82477 4.33316 0.23565 0.434
Cl -2.22741 3.21271 1.05634 0.465
H -4.07489 1.97858 0.07680 0.025
H -3.17979 3.17548 -1.04289 -0.036
C -0.83337 -1.36299 3.33618 -0.993
Cl 0.05089 -2.85113 3.68054 0.619
Cl 0.28600 -0.01318 3.08055 0.551
H -1.56214 -1.55306 2.54819 0.024
H -1.33667 -1.06849 4.23477 -0.020
C -4.07628 -2.13776 -0.93528 -0.997
Cl -5.73835 -1.45756 -0.96350 0.491
Cl -4.24232 -3.91686 -0.74781 0.510
H -3.60737 -1.95406 -1.91103 -0.003
H -3.58267 -1.69616 -0.08218 -0.021
```

E_tot, eV: -419070.6125
Gap between HOMO and LUMO, eV: 10.769
HOMO, eV: -10.66

***

No. 2
A molecular structure, C43H62N3O5P3SiTa in a non-equilibrium geometry, computed with ωB97M-V/def2-TZVPD.

XYZ file:
```
118
Properties=species:S:1:pos:R:3:lowdin_charge:R:1
Ta -0.07793 0.72821 -0.35558 1.487
C 2.71320 3.48461 2.29683 -0.075
C 1.18978 3.34616 2.28751 -0.477
C 0.61992 4.27953 1.20781 -0.090
P 0.51563 1.61152 2.13806 1.043
C -0.97479 1.55011 3.27782 -0.509
C -1.14717 2.75855 4.20758 -0.092
C -0.96769 0.28438 4.12353 -0.093
C 1.66942 0.42582 2.87079 -0.413
C 2.22932 0.72693 4.11462 -0.093
C 3.01222 -0.20372 4.77758 -0.021
C 3.18726 -1.46687 4.22861 -0.018
C 2.60199 -1.78189 3.01014 -0.073
C 1.86175 -0.83884 2.28619 -0.284
Si 1.28632 -1.31244 0.55129 0.623
C 2.77912 -1.41606 -0.59709 -0.312
C 4.01699 -1.89663 -0.16363 -0.081
C 5.12979 -1.88216 -0.99795 -0.040
C 5.03252 -1.34054 -2.27226 -0.037
C 3.80237 -0.88831 -2.73985 -0.066
C 2.67905 -0.94148 -1.91828 -0.418
P 0.98345 -0.73120 -2.54690 1.081
C 0.77020 -2.44185 -3.31039 -0.452
C 1.59848 -3.55926 -2.68942 -0.063
C -0.68896 -2.88461 -3.39484 -0.096
C 1.03231 0.33105 -4.04919 -0.519
C -0.27930 0.23431 -4.83562 -0.073
C 1.37644 1.76899 -3.70683 -0.103
C 0.27425 -2.86381 0.49596 -0.312
C 0.92644 -4.09140 0.68668 -0.097
C 0.23662 -5.28936 0.65156 -0.025
C -1.13570 -5.28052 0.42789 -0.016
C -1.79725 -4.08001 0.24152 -0.091
C -1.10145 -2.86246 0.25741 -0.391
P -2.05381 -1.31242 0.15624 1.075
C -3.19880 -1.43618 1.62416 -0.488
C -4.59704 -1.99246 1.33339 -0.077
C -2.58198 -2.26902 2.75297 -0.101
C -3.01890 -1.31824 -1.42391 -0.514
C -4.04400 -0.16593 -1.42580 -0.087
C -3.70971 -2.61140 -1.86592 -0.081
H 2.95355 4.47338 2.69026 0.111
H 3.11901 3.44700 1.28879 0.045
H 3.22562 2.75050 2.91383 0.072
H 0.81858 3.67005 3.25679 0.089
H 0.68459 3.83739 0.20821 0.051
H 1.20030 5.20245 1.18873 0.102
H -0.41218 4.55914 1.38658 0.058
H -1.82179 1.50104 2.58793 0.058
H -0.30765 2.85674 4.89778 0.093
H -2.03691 2.60174 4.82007 0.106
H -1.26697 3.71730 3.69475 0.070
H -0.24184 0.36045 4.93300 0.093
H -0.71769 -0.59268 3.54480 0.042
H -1.95171 0.14284 4.57218 0.104
H 2.04116 1.68636 4.58592 0.121
H 3.46547 0.04749 5.72783 0.129
H 3.77487 -2.20910 4.75368 0.128
H 2.71722 -2.79092 2.62897 0.101
H 4.13069 -2.28642 0.84179 0.104
H 6.07245 -2.28645 -0.65028 0.127
H 5.90402 -1.29421 -2.91329 0.126
H 3.72900 -0.53066 -3.76048 0.115
H 1.15453 -2.24040 -4.31633 0.121
H 1.30979 -3.74843 -1.66128 0.053
H 2.67099 -3.38049 -2.73105 0.083
H 1.39532 -4.46656 -3.26202 0.108
H -1.02047 -3.21482 -2.41114 0.053
H -0.77188 -3.73152 -4.07746 0.109
H -1.36315 -2.10826 -3.75581 0.063
H 1.83031 -0.08275 -4.67065 0.113
H -1.13212 0.57758 -4.25532 0.057
H -0.47133 -0.77737 -5.18875 0.076
H -0.20776 0.87206 -5.71786 0.106
H 0.59733 2.23745 -3.09257 0.064
H 1.45240 2.36541 -4.61737 0.109
H 2.33197 1.80692 -3.19618 0.046
H 1.99954 -4.11527 0.85305 0.108
H 0.75992 -6.22562 0.79702 0.127
H -1.69157 -6.20908 0.40790 0.129
H -2.86711 -4.09881 0.09037 0.098
H -3.31424 -0.39400 1.94341 0.093
H -4.56518 -3.04318 1.04766 0.079
H -5.14399 -1.43293 0.58240 0.060
H -5.17040 -1.93387 2.26044 0.103
H -2.68766 -3.33095 2.53601 0.086
H -3.12305 -2.06554 3.67781 0.101
H -1.53005 -2.08619 2.92362 0.048
H -2.23989 -1.09454 -2.14906 0.050
H -5.02270 -0.51831 -1.11088 0.081
H -4.15995 0.22291 -2.43810 0.100
H -3.77515 0.66270 -0.76884 0.059
H -4.52168 -2.89516 -1.19922 0.076
H -3.03193 -3.45229 -1.97386 0.057
H -4.15163 -2.42389 -2.84757 0.108
O -3.90066 4.69153 -3.15173 0.172
C -3.79953 5.08171 -1.88741 -0.470
O -4.17420 6.14563 -1.49724 0.170
C -3.17887 4.13832 -0.88781 -0.004
C -3.17169 4.45158 0.45556 0.059
N -2.48744 3.48659 1.08251 0.029
N -2.03859 2.52963 0.26020 0.046
C -2.46736 2.93735 -0.94874 -0.161
C -2.13478 2.08997 -2.09326 -0.499
O -2.41957 2.28603 -3.23520 0.165
O -1.42974 0.99680 -1.70279 -0.362
H -3.48965 3.82580 -3.31432 0.082
H -3.60516 5.30037 0.96358 0.167
H -2.35843 3.39299 2.07843 0.125
C 4.07933 1.32033 0.40472 0.050
C 2.97216 1.89671 -0.40280 -0.457
N 3.25105 2.90803 -1.18144 0.275
O 1.76201 1.45996 -0.33338 -0.305
H 4.71020 2.11420 0.80218 0.116
H 4.68816 0.69119 -0.24809 0.105
H 3.68949 0.71069 1.21327 0.088
H 4.19603 3.26286 -1.24070 0.169
H 2.53789 3.37241 -1.72447 0.140
```

E_tot, eV: -97580.4158
ΔE to the lowest compared entry with this formula, charge and spin, kcal/mol: 7.55
Gap between HOMO and LUMO, eV: 6.552
HOMO, eV: -16.47
Total charge: +3

***

- What is the gap between HOMO and LUMO in the second record?
  6.552 eV